1.
This record from the Open Molecules 2025 dataset describes 14 unconnected molecules or ions with the total composition C14H56N28O14. The level of theory is the ωB97M-V functional and the def2-TZVPD basis.

Calculated total energy, a.u.: -3153.89861
Kohn-Sham gap, eV: 7.7
HOMO energy, eV: -8.0550
ΔE to the lowest compared entry with this formula, charge and spin, kcal per mole: 243.4

Each line ends with the Mulliken charge.
CARTESIAN COORDINATES (ANGSTROEM)
C1 3.46734 3.45846 0.76919  0.6885
O1 3.00767 3.22786 1.84782  -0.7541
N1 4.44826 4.28991 0.67828  -0.4143
N2 3.10711 2.88688 -0.34188  0.2260
H1 4.57964 4.87574 1.49046  0.2792
H2 4.74056 4.46674 -0.27219  0.1392
H3 2.29511 2.29049 -0.27062  -0.3721
H4 3.55343 3.09999 -1.22249  0.1632
C2 -3.01499 -2.32567 -2.23801  0.6576
O2 -2.27844 -3.21878 -2.48079  -0.7170
N3 -3.15782 -1.80447 -1.01358  -0.0504
N4 -3.69353 -1.63841 -3.10980  -0.2789
H5 -2.52848 -2.01144 -0.25122  0.0520
H6 -4.00011 -1.25129 -0.94548  0.4137
H7 -4.23382 -0.86816 -2.74250  0.2389
H8 -3.50944 -1.90444 -4.06658  0.2469
C3 -2.54674 3.72060 2.17827  0.5988
O3 -3.11023 3.14997 1.25889  -0.7314
N5 -2.12468 4.96153 2.25605  -0.4307
N6 -2.06142 3.12590 3.21851  -0.4138
H9 -1.48078 5.18159 3.00242  0.1559
H10 -2.40155 5.51660 1.45897  0.2541
H11 -2.16507 2.12138 3.20128  0.1105
H12 -1.20111 3.44627 3.63963  0.2832
C4 0.72303 -1.27030 4.45696  0.2931
O4 1.56027 -0.80409 3.74175  -0.4765
N7 -0.28931 -1.92370 4.04211  -0.0544
N8 0.56249 -1.13315 5.71983  -0.4772
H13 -0.48637 -2.07716 3.06348  -0.1666
H14 -0.62845 -2.63866 4.66974  0.2948
H15 -0.10552 -1.63229 6.28967  0.1632
H16 1.47850 -0.82124 6.00921  0.3255
C5 -5.00402 0.99899 -0.74640  0.7784
O5 -5.35362 0.03135 -1.44113  -0.8856
N9 -5.69549 2.12220 -0.61077  -0.3753
N10 -3.88443 0.88650 -0.06161  0.5133
H17 -6.64223 2.17045 -0.95927  0.2529
H18 -5.42117 2.87549 0.00356  0.1627
H19 -3.24576 0.10564 -0.01203  -1.1014
H20 -3.66202 1.66566 0.54133  0.3781
C6 5.19434 0.26736 2.69788  0.6549
O6 6.15739 0.97658 2.50817  -0.7452
N11 5.23680 -1.00333 2.82874  -0.4030
N12 3.97894 0.73430 2.63888  -0.0464
H21 6.22590 -1.20703 2.81175  0.2131
H22 4.51779 -1.66980 2.58595  0.2842
H23 3.69936 1.48668 2.02581  0.0270
H24 3.34045 0.01402 2.94486  0.0417
C7 2.84654 -3.37151 0.90790  0.5009
O7 3.07438 -4.48369 0.53305  -0.7855
N13 2.67452 -2.35023 0.12213  0.2803
N14 2.71875 -3.13149 2.16909  -0.1606
H25 2.65451 -2.50017 -0.87647  0.1068
H26 2.37104 -1.44537 0.45264  -0.2578
H27 2.67736 -3.85847 2.86901  0.2043
H28 2.22564 -2.27667 2.38409  -0.1207
C8 1.22435 -1.15041 -3.96482  0.5207
O8 1.58464 -0.00473 -3.87367  -0.7664
N15 0.00382 -1.54977 -4.29374  -0.2580
N16 2.00609 -2.13811 -3.66944  -0.3120
H29 -0.61192 -0.80680 -4.59201  0.2617
H30 -0.35172 -2.47181 -4.08511  0.1316
H31 2.93697 -1.86547 -3.38796  0.0780
H32 1.65334 -3.07287 -3.52151  0.1801
C9 -1.39471 -3.73761 1.14068  0.6377
O9 -1.19762 -2.55583 1.09258  -0.6265
N17 -2.11309 -4.26105 0.29938  -0.1815
N18 -0.89035 -4.64617 1.94526  -0.3927
H33 -2.57844 -3.73038 -0.42307  -0.1843
H34 -2.12393 -5.26830 0.22565  0.1907
H35 -0.40115 -4.42207 2.79998  0.1963
H36 -1.23254 -5.59464 1.88683  0.1515
C10 -2.55925 1.25861 -4.43999  0.6385
O10 -1.65270 0.82272 -5.07261  -0.7416
N19 -3.60381 1.69469 -4.98142  -0.4159
N20 -2.67797 1.36833 -3.17967  0.2146
H37 -3.67926 1.52255 -5.97378  0.2676
H38 -4.31096 2.20627 -4.47317  0.1194
H39 -2.04822 0.98496 -2.48934  -0.1612
H40 -3.55086 1.74283 -2.83628  0.1025
C11 1.09068 3.58439 -2.99472  0.6154
O11 0.69478 4.65904 -2.63673  -0.7530
N21 0.41202 2.44530 -2.75354  0.1593
N22 2.10991 3.26960 -3.60237  -0.2625
H41 -0.49673 2.42418 -2.31328  -0.1491
H42 0.77040 1.74910 -3.39148  -0.0016
H43 2.51726 4.06297 -4.07644  0.2191
H44 2.37322 2.34040 -3.89795  0.2577
C12 -3.60457 -0.80678 2.85080  0.3262
O12 -2.60317 -0.17702 2.55434  -0.6452
N23 -3.74603 -2.01311 2.29383  -0.3291
N24 -4.57409 -0.42578 3.57835  -0.4123
H45 -4.46270 -2.54914 2.76197  0.2196
H46 -2.80738 -2.38595 2.29855  -0.0289
H47 -4.50549 0.49964 3.97709  0.2793
H48 -5.46765 -0.89656 3.58355  0.2005
C13 4.87809 -0.91914 -1.95653  0.8027
O13 4.54155 -2.00286 -2.33579  -0.7202
N25 6.18325 -0.54050 -1.83397  -0.4768
N26 4.22048 0.08767 -1.88481  0.1662
H49 6.41472 0.43857 -1.74479  0.1406
H50 6.83573 -1.28514 -2.03366  0.2404
H51 4.54814 1.03061 -2.03844  0.2015
H52 3.23906 0.06702 -2.12246  -0.5099
C14 0.49067 0.58489 0.28675  0.6975
O14 1.73805 0.53464 0.13460  -0.2496
N27 -0.04753 0.49239 1.46042  0.5203
N28 -0.46805 0.40139 -0.64249  1.2847
H53 0.60778 0.51610 2.22860  0.0981
H54 -0.99666 0.21436 1.66527  -0.1892
H55 -1.42844 0.46112 -0.33560  -0.5686
H56 -0.07850 0.27929 -1.56631  -0.5477



2.
This record from the Open Molecules 2025 dataset describes 14 unconnected molecules or ions with the total composition C14H56O14. The level of theory is the ωB97M-V functional and the def2-TZVPD basis.

Calculated total energy, a.u.: -1620.03322
Kohn-Sham gap, eV: 10.0
HOMO energy, eV: -9.6044
ΔE to the lowest compared entry with this formula, charge and spin, kcal per mole: 74.7

Each line ends with the Mulliken charge.
CARTESIAN COORDINATES (ANGSTROEM)
C1 0.70542 2.71616 6.18567  -0.3982
O1 1.51921 3.90523 6.07205  -0.5349
H1 1.09054 2.00113 6.91265  0.3000
H2 -0.28087 2.92018 6.60244  0.2337
H3 0.71925 2.24634 5.20222  0.1079
H4 1.18012 4.46061 5.36624  0.2953
C2 -3.11810 4.02796 -0.41373  -0.7699
O2 -2.75929 3.68472 0.85860  -0.3436
H5 -2.74068 3.28402 -1.11532  0.2735
H6 -4.18177 4.26149 -0.46020  0.2977
H7 -2.60832 4.97035 -0.61413  0.2804
H8 -1.80498 3.63126 0.94824  0.2052
C3 2.26835 -0.99109 -5.67731  -0.7836
O3 1.55033 -1.83856 -4.76816  -0.3058
H9 1.57340 -0.58562 -6.41267  0.3671
H10 2.51629 -0.10228 -5.09712  0.2554
H11 3.15753 -1.44597 -6.11384  0.2501
H12 0.97664 -2.40277 -5.29174  0.2511
C4 -4.58606 1.09156 2.02422  -0.6502
O4 -4.11162 2.07214 2.91482  -0.4485
H13 -5.64407 1.08733 2.28633  0.2804
H14 -4.46832 1.21590 0.94775  0.2938
H15 -4.22628 0.09654 2.28614  0.1766
H16 -3.69630 2.73486 2.35812  0.3536
C5 1.49157 2.70979 -1.55484  -0.7197
O5 0.21583 2.50919 -0.97424  -0.4284
H17 1.78627 3.73836 -1.34672  0.2731
H18 2.28389 2.11227 -1.10395  0.2634
H19 1.39311 2.64757 -2.63860  0.2771
H20 0.20836 1.64616 -0.55387  0.3544
C6 -4.35933 2.41778 6.04643  -0.6773
O6 -3.74646 1.29276 5.42423  -0.5217
H21 -3.95899 2.48909 7.05775  0.2647
H22 -4.33548 3.30908 5.41943  0.2301
H23 -5.42846 2.23381 6.15234  0.2850
H24 -3.70187 1.43345 4.47564  0.4749
C7 -2.17027 -2.11390 -3.39620  -0.1738
O7 -3.46726 -2.33843 -3.99394  -0.5834
H25 -2.08842 -1.33487 -2.63823  0.1524
H26 -1.88510 -3.07992 -2.97959  0.0946
H27 -1.54519 -1.78483 -4.22631  0.2184
H28 -3.45723 -3.19921 -4.41885  0.3046
C8 0.61430 -5.43285 -1.70351  -0.3023
O8 -0.42674 -5.97411 -0.98361  -0.5262
H29 0.68792 -4.35259 -1.57817  0.0547
H30 1.60737 -5.76231 -1.39792  0.3901
H31 0.36918 -5.67956 -2.73654  0.0886
H32 -0.14233 -6.77184 -0.53157  0.3083
C9 0.70229 -4.75351 -5.52426  -0.5781
O9 0.43307 -3.77865 -6.48518  -0.5989
H33 1.11877 -4.32682 -4.61180  0.1821
H34 -0.25787 -5.20753 -5.27919  0.3043
H35 1.38644 -5.49466 -5.93750  0.3352
H36 0.09930 -4.18808 -7.28679  0.3121
C10 0.49558 4.92835 1.89586  -0.5604
O10 -0.51753 4.25274 2.64632  -0.4545
H37 1.05028 4.14649 1.37711  0.1359
H38 -0.00270 5.67754 1.28062  0.2898
H39 1.19381 5.32537 2.63272  0.3174
H40 -1.02239 4.94179 3.08439  0.2683
C11 4.68909 -1.56569 -3.22913  -0.4121
O11 5.39398 -2.28691 -2.19529  -0.5392
H41 3.67416 -1.61261 -2.83442  0.1644
H42 5.08054 -0.54928 -3.27118  0.2724
H43 4.72587 -1.94195 -4.25147  0.1934
H44 5.21777 -1.83325 -1.36779  0.3169
C12 4.62303 -1.63321 1.20494  -0.3428
O12 5.69770 -1.07676 0.39371  -0.5632
H45 4.42849 -2.67660 0.95677  0.2433
H46 5.02008 -1.49912 2.21115  0.3143
H47 3.72344 -1.07210 0.95199  0.0454
H48 5.87193 -0.19090 0.72006  0.3026
C13 -1.24528 -0.99107 3.66637  -0.6777
O13 -0.86846 0.14047 2.91131  -0.5611
H49 -0.84033 -1.20488 4.65551  0.2809
H50 -2.31763 -1.18244 3.62735  0.2454
H51 -0.91353 -1.77802 2.98905  0.2752
H52 -1.38721 0.86753 3.26329  0.2374
C14 0.48252 -0.64922 -0.11173  -0.7012
O14 -0.47183 0.18033 0.41878  -0.3792
H53 0.24201 -0.86761 -1.15220  0.2720
H54 1.48184 -0.24287 0.04432  0.2308
H55 0.60664 -1.58380 0.43532  0.3807
H56 -0.56894 -0.02947 1.35052  0.3596



3.
This record from the Open Molecules 2025 dataset describes a molecular structure, C14H5F11MnNO4S5SbSe. The level of theory is the ωB97M-V functional and the def2-TZVPD basis.

Net charge: -2
Calculated total energy, a.u.: -7774.48450
Multiplicity: 6
⟨S²⟩: 8.80
Kohn-Sham gap (alpha / beta), eV: 5.5 / 6.7
HOMO energy (alpha / beta), eV: -1.1589 / -2.3415
ΔE to the lowest compared entry with this formula, charge and spin, kcal per mole: 24.8

Each line ends with the Mulliken charge.
CARTESIAN COORDINATES (ANGSTROEM)
Mn1 -0.48946 1.02317 -1.21176  0.6217
S1 -1.33893 5.42449 1.18261  -0.6791
Sb1 -2.55482 3.99133 -0.10011  0.4291
S2 -0.96704 3.04141 -1.73930  -0.5522
S3 -2.12489 1.03627 0.42712  -0.5033
F1 -2.22870 -1.83752 -4.91096  -0.2177
C1 -3.02645 -2.10413 -3.87491  0.4184
F2 -4.27335 -1.78200 -4.25053  -0.2410
F3 -3.00844 -3.43176 -3.67530  -0.2454
S4 -2.58713 -1.16876 -2.28225  0.9404
O1 -1.65912 -0.15369 -2.72766  -0.6500
O2 -3.88847 -0.81752 -1.83092  -0.5692
N1 -1.90369 -2.31401 -1.43767  -0.4360
S5 -0.39445 -2.23370 -0.98430  1.0960
O3 0.17589 -0.90207 -0.88296  -0.2364
O4 -0.03744 -3.21951 -0.01963  -0.6755
C2 0.49483 -2.90631 -2.49445  0.5146
F4 0.09000 -2.32606 -3.62465  -0.2051
F5 0.25331 -4.22238 -2.61049  -0.2463
F6 1.81798 -2.74089 -2.40512  -0.2281
Se1 -2.01043 -0.66986 1.77722  0.0310
C3 -1.21873 0.18938 3.33963  0.5678
C4 -1.08568 -0.58551 4.49018  -0.7331
C5 -0.49049 -0.05351 5.62292  -0.4222
C6 -0.03653 1.25825 5.62347  -0.4081
C7 -0.19047 2.03533 4.48477  -0.7138
C8 -0.77432 1.50463 3.34304  -0.0730
H1 -1.44486 -1.60866 4.49170  0.3020
H2 -0.38146 -0.67180 6.50716  0.3268
H3 0.43865 1.66707 6.50754  0.3349
H4 0.14401 3.06505 4.47230  0.3836
H5 -0.86869 2.11894 2.45772  0.3410
F7 1.52966 0.92973 -3.51313  -0.4205
C9 2.24768 0.94436 -2.35664  1.3892
C10 1.60560 1.33325 -1.19307  -1.4815
C11 2.40873 1.28751 -0.06655  1.0019
F8 1.87995 1.60914 1.13494  -0.2135
C12 3.74196 0.91480 -0.08133  -0.3497
F9 4.48666 0.89808 1.04385  -0.3464
C13 4.33053 0.55098 -1.27802  0.9127
F10 5.63060 0.20227 -1.32380  -0.3534
C14 3.57094 0.55207 -2.43195  -0.0530
F11 4.13701 0.17214 -3.59872  -0.3579



4.
This record from the Open Molecules 2025 dataset describes a molecular structure, C14H6Cl6Cr2O8. The level of theory is the ωB97M-V functional and the def2-TZVPD basis.

Calculated total energy, a.u.: -5989.04967
Multiplicity: 9
⟨S²⟩: 20.04
Kohn-Sham gap (alpha / beta), eV: 3.6 / 3.7
HOMO energy (alpha / beta), eV: -7.0533 / -7.1350

Each line ends with the Mulliken charge.
CARTESIAN COORDINATES (ANGSTROEM)
Cr1 1.42357 4.31167 -0.05880  1.1370
Cr2 -2.15138 -1.81896 0.30331  0.6049
C1 -1.22513 1.90362 1.55596  -0.7369
C2 -0.59227 2.80986 0.80197  0.6963
C3 -0.73792 2.87644 -0.70234  1.3044
O1 -0.05371 3.85205 -1.25174  -0.8670
C4 -1.32485 1.86044 -1.36272  -0.8050
C5 -1.93980 0.80152 -0.63583  0.8927
C6 -1.91109 0.85084 0.89327  0.4654
O2 -2.47873 -0.04706 1.50570  -0.8007
O3 -2.38202 -0.20808 -1.16788  -0.6569
O4 0.21765 3.72432 1.28610  -1.0116
H1 -1.22184 1.93595 2.63437  0.6727
H2 -1.32876 1.81087 -2.44373  0.2995
C7 0.90067 -4.11926 1.70406  -0.7647
C8 2.14291 -4.49278 1.06462  0.4356
C9 2.29208 -4.26136 -0.45397  0.3820
O5 3.32658 -4.56747 -0.99813  -0.6100
C10 1.20898 -3.60822 -1.14316  -0.8218
C11 0.09665 -3.24848 -0.47344  0.8360
C12 -0.08132 -3.53932 0.99223  0.7719
O6 -1.22782 -3.11949 1.46630  -0.8436
O7 -0.88005 -2.54067 -0.98186  -0.8089
O8 3.10124 -4.88096 1.68957  -0.6037
H3 0.81786 -4.29963 2.76727  0.4351
H4 1.26494 -3.39977 -2.20335  0.4293
C13 -0.70540 3.90572 -4.69127  1.0159
Cl1 -2.38071 3.84743 -5.20325  -0.1247
Cl2 -0.01959 5.51134 -4.98213  -0.1556
Cl3 0.28186 2.66011 -5.43694  -0.1174
H5 -0.67632 3.74176 -3.62203  -0.6524
C14 1.19394 0.44370 3.82875  0.1520
Cl4 0.01988 -0.86400 3.80983  -0.0633
Cl5 2.09812 0.49550 2.32660  -0.1383
Cl6 2.27230 0.29773 5.21995  -0.1356
H6 0.65948 1.37465 3.96271  0.1873



Q: Look up the calculated total energy of the third one.
A: -7774.48450 a.u.



Q: The highest calculated total energy belongs to which entry?
A: C14H56O14



Q: calculated total energy of number 2 (C14H56O14)?
A: -1620.03322 a.u.